[1]
Formula: C36H104N4O24
Source: the OMol25 dataset
Level of theory: the ωB97M-V functional and the def2-TZVPD basis

Geometry (Å):
H  16.835  16.274  17.134
H  17.864  7.504  12.784
C  20.607  15.702  16.064
H  15.609  8.694  21.850
H  19.356  10.952  13.199
H  12.386  12.747  16.793
H  15.128  10.332  17.218
H  9.413  15.087  16.764
H  18.056  10.208  17.799
H  13.953  8.278  12.015
C  13.317  5.484  17.170
O  17.786  5.978  15.912
C  14.711  5.463  17.606
C  14.286  14.959  14.156
H  17.426  10.852  22.513
H  17.023  15.064  18.374
C  12.583  10.200  19.697
O  13.153  9.427  20.690
C  17.854  10.714  21.517
H  18.056  11.756  21.186
H  13.957  9.856  20.991
C  18.333  6.648  12.312
H  15.115  6.465  17.642
H  12.905  16.360  10.789
H  17.635  6.070  11.738
H  15.281  13.135  14.453
N  15.456  14.152  14.350
N  15.552  10.819  20.436
H  10.860  11.213  15.897
O  12.134  12.395  20.764
H  11.747  12.528  14.648
H  12.828  12.583  18.416
C  19.805  16.288  14.970
O  18.937  5.847  13.305
H  16.389  9.380  15.531
C  12.857  14.448  17.698
O  22.191  12.445  12.858
H  17.937  16.239  15.810
O  13.233  5.995  15.811
O  12.415  11.833  14.670
C  15.398  10.183  13.106
H  18.347  5.465  13.966
C  12.322  15.242  18.920
H  17.332  6.870  23.380
H  14.552  13.580  16.830
C  18.883  6.883  17.874
H  11.227  8.486  14.904
H  12.345  11.597  12.852
O  17.662  6.622  18.560
H  13.398  6.264  10.755
C  11.536  11.202  20.206
O  17.526  7.782  21.417
H  20.719  16.491  16.834
C  11.503  10.835  15.173
H  19.696  15.546  14.164
C  16.350  8.591  21.068
H  12.715  6.807  15.870
N  12.239  13.146  17.772
H  14.585  16.360  15.754
H  9.248  10.931  10.377
H  22.400  13.372  12.942
H  16.784  12.282  15.948
H  20.755  9.599  11.503
H  12.717  14.712  19.782
H  18.830  10.305  21.567
H  20.292  14.178  17.292
O  10.480  13.897  14.496
C  16.796  9.991  20.561
C  17.732  7.703  22.870
H  19.157  7.756  10.593
O  12.516  15.698  12.719
N  15.403  11.244  17.074
H  13.469  10.625  19.130
O  20.500  10.538  11.501
H  16.762  14.586  16.679
H  20.294  13.044  12.195
O  12.255  11.049  12.042
C  13.686  14.931  12.731
O  15.706  10.965  14.279
H  17.243  9.948  19.572
H  20.368  12.810  13.982
H  16.247  14.345  13.752
H  18.785  7.775  22.997
C  17.897  11.135  17.224
C  14.715  16.364  14.667
H  14.320  15.333  11.961
H  14.595  13.628  18.607
H  9.501  12.160  12.774
C  9.877  10.927  11.273
H  17.226  5.603  16.575
H  17.977  8.038  16.264
H  15.581  11.329  19.505
H  15.937  8.004  20.204
H  12.672  6.117  17.803
H  12.126  9.380  12.550
C  8.956  14.156  16.436
H  7.854  14.227  16.603
H  15.047  4.399  16.034
H  11.713  6.306  11.451
O  18.573  16.864  15.435
H  10.258  13.224  17.558
O  12.235  7.715  10.100
O  20.524  7.792  12.116
H  12.892  4.444  17.256
C  16.509  15.265  17.456
C  11.307  11.501  11.136
H  9.852  9.882  11.686
C  20.348  10.977  12.808
H  8.749  14.966  14.531
C  13.085  7.678  12.384
O  11.689  8.528  15.743
C  16.649  11.292  16.340
H  11.226  15.060  19.006
H  19.506  7.111  15.842
H  12.045  9.483  19.032
H  20.230  17.225  14.558
C  12.077  15.832  11.296
C  16.623  10.377  15.204
O  12.066  8.493  12.897
H  12.787  9.961  16.755
C  9.170  14.033  14.924
H  12.607  16.254  18.812
H  17.911  6.498  19.543
O  8.972  11.616  12.185
C  12.643  6.897  11.215
H  12.467  14.969  16.781
H  16.349  10.011  12.503
H  19.867  6.247  10.968
H  10.827  14.682  14.009
H  10.909  10.449  14.323
H  13.380  6.959  13.211
H  17.320  8.604  23.431
O  19.896  14.644  16.537
O  9.380  13.022  17.207
C  20.779  12.438  12.990
H  20.567  7.233  12.886
H  15.783  16.639  14.445
H  14.701  10.795  12.554
H  13.321  9.657  15.104
H  11.154  12.616  11.201
C  19.455  7.076  11.390
H  11.135  16.468  11.292
H  11.620  11.233  10.123
H  19.338  7.878  18.119
O  15.088  15.388  17.495
C  12.442  9.751  15.723
H  13.509  13.925  12.404
C  18.539  7.047  16.391
H  17.615  10.183  14.659
C  14.380  14.243  17.697
O  15.514  4.515  16.870
H  21.729  15.418  15.824
H  18.771  11.271  16.607
H  11.847  14.805  10.843
H  8.582  13.173  14.595
H  14.609  11.596  16.491
H  20.926  10.430  13.563
H  15.587  11.418  21.300
H  10.858  10.704  20.854
H  14.763  5.098  18.646
H  11.027  11.524  19.291
H  14.063  17.218  14.328
H  19.623  6.060  17.991
H  14.872  9.263  13.346
H  11.315  8.013  10.278
H  11.455  13.056  20.845
H  17.846  11.966  17.968
H  13.512  14.594  14.835

Cartesian forces (eV/Å) of the 3 atoms listed first:
H -0.136 -0.474 0.365
H -0.340 0.307 -0.077
C 3.370 1.345 0.954

Summary:
Maximum force (eV/A): 3.75
Charge: 0
Highest occupied orbital energy (eV): -9.1
ΔE to the lowest compared entry with this formula, charge and spin (kJ/mol): 190.20

***

[2]
Formula: C16H18HgN7S2
Source: the OMol25 dataset
Level of theory: the ωB97M-V functional and the def2-TZVPD basis

Geometry (Å):
H  -0.079  4.858  2.525
H  1.515  7.340  -1.389
C  0.703  3.542  0.717
H  -4.968  0.567  0.369
H  0.684  4.986  -1.549
H  1.641  8.435  0.865
H  2.885  -0.707  1.071
H  -3.572  -0.297  1.049
C  -2.024  3.425  -0.791
H  2.446  4.120  -1.643
H  -1.842  4.446  -1.034
C  -1.246  -4.941  -0.035
C  -0.068  5.537  1.672
C  1.443  6.745  -0.477
C  3.626  0.032  0.773
H  4.302  -0.402  0.040
Hg  0.202  0.117  -1.026
H  -0.541  6.044  -0.844
C  1.205  2.644  -0.399
C  -1.189  2.351  -0.870
C  -0.118  -2.874  -0.234
H  1.828  6.376  2.230
H  -4.022  -0.562  -0.622
H  4.219  0.327  1.637
N  -2.040  -5.766  0.082
N  -1.824  1.163  -0.560
N  0.397  4.778  0.518
H  -1.092  5.879  1.481
C  2.940  1.221  0.217
S  3.857  2.502  -0.555
H  2.434  6.344  -0.255
S  -3.609  2.940  -0.318
C  0.957  7.604  0.688
N  0.119  2.252  -1.303
C  -3.073  1.298  -0.249
H  -0.023  8.021  0.439
N  -0.298  -4.084  -0.190
C  2.402  3.247  -1.031
H  0.426  7.313  2.768
N  0.270  -1.753  -0.231
N  1.678  1.400  0.226
C  0.449  5.604  -0.685
C  -3.969  0.193  0.161
C  0.840  6.737  1.939

Cartesian forces (eV/Å) of the 3 atoms listed first:
H -0.034 0.029 -0.204
H 0.015 -0.025 -0.048
C 0.056 -0.746 0.785

Summary:
Maximum force (eV/A): 1.47
Expectation value of S²: 0.7581
Charge: 0
Highest occupied orbital energy (spin up / spin down) (eV): -7.3 / -7.9
ΔE to the lowest compared entry with this formula, charge and spin (kJ/mol): 182.70
Multiplicity: 2

***

[3]
Formula: C4H10ClNO
Source: the OMol25 dataset
Level of theory: the ωB97M-V functional and the def2-TZVPD basis

Geometry (Å):
O  -1.359  -1.450  0.620
H  1.410  0.566  -1.751
H  -2.408  -0.230  0.764
H  0.371  -0.537  2.270
C  0.686  -0.326  0.101
H  -2.003  -1.198  -1.760
H  1.358  -1.168  0.010
N  -1.013  -0.865  -1.536
H  -0.727  0.024  -2.037
H  1.825  0.341  1.634
H  0.445  1.245  1.688
C  0.803  0.176  1.531
C  -0.652  -0.869  -0.174
Cl  -2.810  0.823  0.479
H  0.660  1.606  -0.832
H  2.183  1.088  -0.270
C  1.231  0.776  -0.738

Cartesian forces (eV/Å) of the 3 atoms listed first:
O 0.617 -0.922 0.775
H 0.664 -0.981 -1.455
H 1.501 -4.890 1.528

Summary:
Maximum force (eV/A): 6.95
Charge: 0
Highest occupied orbital energy (eV): -10.3
ΔE to the lowest compared entry with this formula, charge and spin (kJ/mol): 120.82
Structure (SMILES): CC(C)C(N)=O.Cl

***

[4]
Formula: C23H29BF3N10NiO2S4
Source: the OMol25 dataset
Level of theory: the ωB97M-V functional and the def2-TZVPD basis

Geometry (Å):
H  -2.685  -4.101  2.645
N  1.290  -0.647  -4.071
C  1.758  0.223  -0.311
N  -2.440  1.827  0.827
N  3.082  0.574  -0.300
F  -3.645  -1.962  -1.396
H  -1.366  -4.840  3.594
H  4.092  2.472  -3.214
C  -1.833  1.227  3.395
H  -3.528  4.664  -3.288
O  -3.704  2.877  2.776
H  0.463  -2.527  -1.980
N  -0.752  -3.651  2.017
H  0.694  -5.240  2.237
C  -2.707  2.658  -0.200
C  -2.344  -0.476  4.998
S  -2.151  -1.490  1.278
C  3.183  2.365  -3.809
C  2.962  -1.458  -1.112
N  -0.558  -1.627  6.165
C  -0.987  -0.648  5.258
H  -3.070  -1.077  5.535
H  3.150  -2.430  -1.534
H  2.397  2.993  -3.395
S  0.135  1.639  -3.323
C  -2.764  0.450  4.061
B  0.371  -1.825  -1.004
H  -1.751  -3.103  3.758
F  -4.071  -0.095  -2.398
Ni  -1.797  0.257  -0.482
H  0.343  -1.447  6.576
N  -3.145  3.922  -0.034
C  3.575  1.850  0.152
H  0.217  1.726  3.144
C  1.393  0.666  -3.730
C  -3.416  4.609  -1.126
C  0.894  -3.790  0.585
C  3.833  -0.477  -0.792
F  -2.284  -1.218  -2.910
H  0.475  -1.158  -3.766
H  2.799  2.594  -0.015
C  0.368  -4.383  1.675
H  3.805  1.829  1.220
H  1.765  -4.046  0.008
N  0.112  -2.703  0.248
N  1.686  -1.031  -0.816
H  3.721  0.185  -5.428
C  -1.692  -3.944  3.069
N  -2.522  2.080  -1.417
C  -3.285  4.090  -2.407
C  -0.900  -2.613  1.140
C  3.505  -0.054  -4.377
H  -0.520  -1.007  -1.084
O  -1.366  3.551  2.365
C  -0.481  1.085  3.661
C  -2.824  2.787  -2.489
H  -2.693  2.292  -3.445
H  -3.766  5.626  -0.965
H  -3.815  0.597  3.850
N  2.723  1.003  -3.764
H  1.001  0.012  4.782
C  -3.036  -0.798  -1.811
H  4.473  2.116  -0.405
H  2.602  -1.894  -5.145
H  4.905  -0.431  -0.876
H  4.456  -0.188  -3.857
H  -1.247  -1.889  6.851
C  2.586  -1.274  -4.248
H  3.390  2.683  -4.839
H  2.868  -1.888  -3.388
S  -2.383  2.529  2.310
C  -0.057  0.137  4.576
S  0.516  1.239  0.192

Cartesian forces (eV/Å) of the 3 atoms listed first:
H 0.013 -0.020 0.015
N 0.098 0.101 -0.130
C 0.200 0.100 -0.145

Summary:
Maximum force (eV/A): 0.76
Expectation value of S²: 2.0063
Charge: -1
Highest occupied orbital energy (spin up / spin down) (eV): -4.6 / -4.7
ΔE to the lowest compared entry with this formula, charge and spin (kJ/mol): 119.91
Multiplicity: 3

***

> Look up the ΔE to the lowest compared entry with this formula, charge and spin of the third one.

120.82 kJ/mol